Entry 1:
# CH5NO2S2

A structure of composition CH5NO2S2 at a distorted geometry (ωB97M-V/def2-TZVPD, the Open Molecules 2025 dataset).

Values from the calculation:
Kohn-Sham gap, eV: 9.765
Total charge: 0
Highest occupied orbital energy, eV: -9.540
Spin multiplicity: 1
ΔE to the lowest compared entry with this formula, charge and spin, kcal per mole: 79.56

Positions of all 11 atoms, in Å:
C: -0.125 1.886 0.143
N: 0.243 -0.724 -0.691
O: -2.228 0.007 -0.527
O: -0.792 0.965 -2.331
S: -1.708 2.930 -0.397
S: -1.230 0.987 -0.954
H: -0.080 1.357 1.061
H: 0.628 2.451 -0.373
H: -0.654 -1.081 -0.476
H: 0.662 -1.142 -1.485
H: 0.867 -0.956 0.064

Entry 2:
# C25H30BClN9O4PS2Se3TeYb

A structure of composition C25H30BClN9O4PS2Se3TeYb at a distorted geometry (ωB97M-V/def2-TZVPD, the Open Molecules 2025 dataset).

Values from the calculation:
Kohn-Sham gap (alpha / beta), eV: 5.562 / 5.107
Total charge: -1
Highest occupied orbital energy (alpha / beta), eV: -4.028 / -4.027
Spin multiplicity: 2
ΔE to the lowest compared entry with this formula, charge and spin, kcal per mole: 6.38

Positions of all 78 atoms, in Å:
Yb: 13.345 9.279 11.339
C: 14.117 13.549 9.488
N: 15.393 13.109 10.005
C: 16.220 13.884 10.767
C: 17.209 13.013 11.224
N: 17.088 11.827 10.555
B: 18.117 10.787 10.875
N: 17.860 9.344 10.412
C: 18.209 8.710 9.232
C: 17.696 7.464 9.169
N: 16.952 7.276 10.326
C: 16.422 5.980 10.756
C: 17.006 8.443 11.074
S: 16.300 8.805 12.590
C: 15.944 11.794 9.848
S: 15.067 10.659 9.092
H: 13.376 13.445 10.284
H: 13.779 12.945 8.697
H: 14.284 14.585 9.181
H: 15.978 14.911 10.972
H: 18.107 13.347 11.742
H: 18.275 10.829 12.044
H: 19.213 11.035 10.489
H: 18.841 9.206 8.485
H: 17.853 6.653 8.468
H: 15.363 5.846 10.402
H: 16.451 6.052 11.838
H: 17.070 5.136 10.428
Se: 12.657 8.034 14.147
Se: 13.120 9.914 15.534
Te: 12.214 12.043 14.533
Se: 12.175 11.963 12.160
O: 11.537 4.817 7.715
C: 10.792 5.893 7.433
O: 10.045 6.019 6.496
C: 10.832 6.986 8.453
C: 9.703 7.812 8.802
Cl: 8.090 7.820 8.380
N: 10.124 8.618 9.829
N: 11.416 8.388 10.142
C: 11.847 7.369 9.419
C: 13.194 6.723 9.678
O: 13.456 5.554 9.290
O: 13.930 7.367 10.495
C: 9.371 9.543 10.642
C: 8.469 10.399 10.073
C: 7.560 11.065 10.930
C: 7.651 10.969 12.289
C: 8.762 10.307 12.858
C: 9.553 9.530 12.078
H: 12.337 5.038 8.302
H: 8.431 10.498 8.954
H: 6.812 11.711 10.509
H: 6.920 11.441 13.031
H: 8.886 10.525 13.965
H: 10.425 9.007 12.466
C: 11.010 14.768 6.576
N: 10.076 13.617 6.518
C: 9.244 13.674 5.342
N: 9.929 13.890 4.008
C: 10.854 15.018 4.160
N: 11.719 14.993 5.334
C: 12.724 13.962 5.134
P: 11.952 12.152 4.998
C: 10.873 12.384 6.500
C: 10.667 12.656 3.772
H: 11.779 14.511 7.382
H: 10.480 15.707 6.891
H: 8.486 14.437 5.529
H: 8.749 12.682 5.245
H: 10.209 15.981 4.242
H: 11.446 15.160 3.297
H: 13.511 13.909 5.978
H: 13.243 13.994 4.213
H: 11.448 12.244 7.408
H: 10.196 11.505 6.466
H: 9.884 11.839 3.731
H: 11.109 12.636 2.757

Entry 3:
# C5H14O2Si

A cluster of 2 separate species, C5H14O2Si in total at a distorted geometry (ωB97M-V/def2-TZVPD, the Open Molecules 2025 dataset).

Values from the calculation:
Kohn-Sham gap (alpha / beta), eV: 6.281 / 7.231
Total charge: 0
Highest occupied orbital energy (alpha / beta), eV: -5.665 / -10.519
Spin multiplicity: 3

Positions of all 22 atoms, in Å:
C: 1.948 1.317 0.537
C: 0.514 -1.751 1.001
C: 0.844 -0.965 -1.466
C: 0.559 0.739 0.413
C: 0.412 -0.676 -0.053
O: -2.833 1.679 0.078
O: -1.674 -0.846 -0.079
Si: -2.916 0.011 0.328
H: 2.528 0.744 1.088
H: 1.832 2.235 1.061
H: 2.374 1.362 -0.380
H: -0.036 -2.563 0.582
H: 1.584 -1.971 1.200
H: 0.101 -1.477 1.997
H: 1.990 -1.219 -1.363
H: 0.254 -1.820 -1.773
H: 0.652 -0.167 -2.078
H: 0.028 1.437 -0.351
H: -0.034 0.748 1.366
H: -3.515 2.182 0.452
H: -4.058 -0.508 -0.269
H: -3.044 -0.328 1.846

Entry 4:
# C38H39BF6N2O3S

A cluster of 2 separate species, C38H39BF6N2O3S in total at a distorted geometry (ωB97M-V/def2-TZVPD, the Open Molecules 2025 dataset).

Values from the calculation:
Kohn-Sham gap, eV: 5.809
Total charge: 0
Highest occupied orbital energy, eV: -6.050
Spin multiplicity: 1
ΔE to the lowest compared entry with this formula, charge and spin, kcal per mole: 35.72

Positions of all 90 atoms, in Å:
C: -4.321 1.850 -5.359
C: -3.160 1.245 -4.678
C: -2.939 -0.137 -4.619
C: -1.686 -0.487 -4.043
C: -1.010 0.648 -3.585
B: -0.686 0.758 0.584
C: 0.383 0.803 -3.452
C: 0.896 2.103 -3.670
C: 1.985 2.257 -4.497
C: 2.279 3.639 -5.024
F: 2.024 3.703 -6.368
F: 1.503 4.605 -4.424
F: 3.578 4.048 -4.844
C: 2.714 1.119 -4.854
C: 2.396 -0.129 -4.295
C: 3.149 -1.406 -4.564
F: 3.001 -2.311 -3.530
F: 2.601 -1.997 -5.684
F: 4.478 -1.287 -4.786
C: 1.220 -0.314 -3.611
O: -1.426 1.927 0.657
C: -2.793 1.583 0.181
C: -2.724 0.079 -0.213
O: -1.355 -0.317 -0.029
S: -2.019 2.088 -3.710
H: -4.776 1.139 -6.060
H: -5.067 2.090 -4.599
H: -4.082 2.758 -5.917
H: -3.647 -0.865 -5.010
H: -1.237 -1.487 -4.034
H: 0.411 2.983 -3.256
H: 3.525 1.216 -5.558
H: 0.961 -1.293 -3.214
H: -3.506 1.755 1.039
H: -3.162 2.128 -0.730
H: -3.393 -0.453 0.500
H: -3.082 -0.121 -1.252
C: 1.014 -1.637 6.167
N: 0.683 -1.850 4.775
C: 0.003 -2.964 4.357
O: -0.340 -3.909 5.066
C: -0.228 -2.831 2.846
C: -1.736 -2.904 2.517
C: -2.343 -4.265 2.812
C: -3.548 -4.360 3.515
C: -4.054 -5.613 3.868
C: -3.359 -6.774 3.522
C: -2.200 -6.678 2.752
C: -1.698 -5.429 2.384
N: 0.430 -1.517 2.560
C: 0.595 -1.041 1.333
C: 0.801 0.360 1.000
C: 1.025 0.817 -0.401
C: 1.721 2.097 -0.436
C: 2.920 2.487 -1.149
C: 3.519 3.742 -1.002
C: 2.988 4.674 -0.077
C: 3.579 6.054 0.055
C: 1.859 4.318 0.648
C: 1.301 3.058 0.498
C: 0.724 -0.770 3.803
C: -0.389 0.254 4.080
C: 2.123 -0.141 3.825
H: 0.892 -2.575 6.720
H: 2.059 -1.315 6.222
H: 0.379 -0.857 6.612
H: 0.309 -3.641 2.312
H: -2.248 -2.133 3.124
H: -1.877 -2.619 1.455
H: -4.065 -3.440 3.789
H: -4.977 -5.670 4.442
H: -3.735 -7.747 3.830
H: -1.658 -7.577 2.455
H: -0.798 -5.347 1.768
H: 0.531 -1.776 0.532
H: 1.185 0.976 1.847
H: 1.351 0.098 -1.146
H: 3.376 1.813 -1.877
H: 4.407 4.073 -1.581
H: 3.667 6.328 1.126
H: 4.570 6.069 -0.445
H: 2.935 6.815 -0.424
H: 1.402 5.035 1.332
H: 0.428 2.852 1.091
H: -1.284 -0.257 4.467
H: -0.032 0.952 4.849
H: -0.656 0.807 3.169
H: 2.882 -0.923 3.705
H: 2.261 0.589 3.032
H: 2.269 0.373 4.782

Entry 5:
# C4H14NO3

A cluster of 4 separate species, C4H14NO3 in total at a distorted geometry (ωB97M-V/def2-TZVPD, the Open Molecules 2025 dataset).

Values from the calculation:
Kohn-Sham gap, eV: 5.941
Total charge: +1
Highest occupied orbital energy, eV: -14.261
Spin multiplicity: 1
ΔE to the lowest compared entry with this formula, charge and spin, kcal per mole: 134.15

Positions of all 22 atoms, in Å:
C: -2.174 2.178 -0.654
C: -1.523 0.867 -0.245
C: -0.340 0.639 0.434
N: 0.119 -0.617 0.812
C: 1.345 -0.219 1.534
H: -2.471 2.286 -1.656
H: -1.356 2.871 -0.434
H: -3.037 2.510 0.009
H: -2.197 -0.045 -0.356
H: 0.216 1.576 0.828
H: 2.031 0.145 0.769
H: 1.817 -1.057 2.029
H: 1.233 0.588 2.259
H: 4.016 0.208 -1.587
H: 2.615 -0.618 -1.870
O: 3.054 0.100 -1.358
H: -1.797 -2.747 1.521
H: -1.418 -1.344 0.937
O: -1.836 -2.260 0.680
H: 0.420 -2.349 -1.625
H: 0.419 -1.198 -0.602
O: 0.864 -1.513 -1.425

Entry 6:
# C33H59Cl12FN3O2

A cluster of 5 separate species, C33H59Cl12FN3O2 in total at a distorted geometry (ωB97M-V/def2-TZVPD, the Open Molecules 2025 dataset).

Values from the calculation:
Kohn-Sham gap, eV: 7.777
Total charge: +1
Highest occupied orbital energy, eV: -11.888
Spin multiplicity: 1

Positions of all 110 atoms, in Å:
C: 1.575 -0.669 2.985
C: 2.616 -1.437 2.772
C: 3.755 -2.471 2.291
N: 3.346 -3.096 0.979
C: 3.240 -2.379 -0.142
N: 2.828 -3.077 -1.389
C: 1.499 -3.770 -1.220
C: 0.508 -3.573 -2.495
C: -0.986 -4.021 -2.022
C: -2.167 -3.125 -2.675
C: -2.797 -2.234 -1.480
C: -4.287 -1.670 -1.791
C: -4.892 -0.836 -0.507
C: -3.816 -0.618 0.674
C: -4.341 0.269 1.914
C: -3.116 0.304 2.999
C: -3.435 1.231 4.278
C: -3.305 2.815 4.016
C: -2.057 3.254 3.095
C: -1.754 4.833 3.330
C: -0.354 5.324 2.669
N: 3.556 -0.914 -0.194
C: 4.944 -0.864 -0.777
C: 5.260 0.417 -1.695
F: 6.700 0.427 -1.932
C: 2.506 -0.329 -1.094
C: 2.149 1.230 -0.733
C: 1.696 1.991 -2.110
C: 0.164 1.585 -2.527
C: -0.217 2.431 -3.876
C: -0.743 3.914 -3.476
O: -1.458 4.471 -4.618
C: -2.355 5.522 -4.163
C: -3.951 5.266 -4.298
O: -1.901 6.597 -3.643
H: 0.633 -0.016 3.026
H: 4.772 -1.969 2.109
H: 3.844 -3.335 3.060
H: 3.127 -4.116 0.952
H: 3.589 -3.744 -1.595
H: 0.968 -3.274 -0.315
H: 1.673 -4.887 -1.021
H: 0.848 -4.279 -3.355
H: 0.495 -2.478 -2.858
H: -1.004 -3.918 -0.869
H: -1.222 -5.126 -2.260
H: -2.977 -3.786 -3.187
H: -1.731 -2.377 -3.449
H: -2.890 -2.914 -0.557
H: -2.045 -1.364 -1.301
H: -4.274 -1.027 -2.741
H: -4.979 -2.576 -1.981
H: -5.842 -1.411 -0.164
H: -5.265 0.204 -0.870
H: -2.914 -0.051 0.211
H: -3.495 -1.642 1.119
H: -4.635 1.330 1.567
H: -5.261 -0.259 2.382
H: -2.989 -0.801 3.349
H: -2.108 0.583 2.502
H: -2.718 0.919 5.128
H: -4.522 1.000 4.593
H: -4.257 3.310 3.594
H: -3.131 3.307 5.059
H: -2.284 3.112 1.976
H: -1.119 2.622 3.348
H: -2.634 5.408 2.849
H: -1.663 5.052 4.469
H: 0.531 5.031 3.357
H: -0.224 4.932 1.596
H: -0.378 6.480 2.598
H: 5.160 -1.880 -1.297
H: 5.677 -0.824 0.127
H: 4.772 0.221 -2.728
H: 4.953 1.417 -1.228
H: 2.700 -0.495 -2.214
H: 1.520 -0.906 -0.860
H: 3.043 1.787 -0.279
H: 1.256 1.322 -0.019
H: 2.389 1.599 -2.959
H: 1.774 3.140 -2.022
H: -0.561 1.895 -1.680
H: 0.063 0.442 -2.690
H: -1.022 1.861 -4.467
H: 0.723 2.538 -4.535
H: 0.101 4.632 -3.176
H: -1.457 3.809 -2.583
H: -4.297 5.568 -5.363
H: -4.519 5.947 -3.568
H: -4.169 4.148 -4.090
C: 2.848 2.050 -7.185
Cl: 1.145 2.323 -7.580
Cl: 3.007 1.371 -5.556
Cl: 3.600 0.983 -8.378
H: 3.364 3.009 -7.208
C: 1.052 -4.244 5.310
Cl: 1.314 -2.885 4.198
Cl: 1.755 -3.894 6.896
Cl: -0.676 -4.600 5.460
H: 1.550 -5.124 4.900
C: 4.056 2.571 4.047
Cl: 4.575 1.690 2.607
Cl: 2.320 2.884 3.972
Cl: 4.461 1.667 5.513
H: 4.581 3.525 4.076
C: 0.176 -8.553 3.778
Cl: 0.001 -8.709 5.531
Cl: -1.409 -8.428 3.002
Cl: 1.177 -7.147 3.376
H: 0.673 -9.446 3.401